# 1
Computed, not measured: a molecular structure, C32H24As2CdCl3F9NO, with wB97M-V/def2-TZVPD.

## Properties
- HOMO (eV) = -10.93
- total charge = +1
- frontier orbital gap (eV) = 7.8251
- largest force on an atom (eV/A) = 0.8
- LUMO level (eV) = -3.1
- energy relative to the best compared isomer or geometry (same formula, charge and spin) (eV) = 0.926

Last column: Mulliken charge in e.
Positions of all 73 atoms, in Å:
Cd 1.690 0.056 0.063  3.14
C -1.264 -1.279 1.112  -0.92
C -1.339 -1.173 -0.421  -0.86
As -2.344 0.440 -1.076  0.86
C -3.637 -0.609 -2.098  -0.10
C -4.771 -1.000 -1.387  -0.35
C -5.698 -1.860 -1.959  -0.58
C -5.503 -2.327 -3.252  -0.44
C -4.386 -1.925 -3.971  -0.63
C -3.453 -1.071 -3.396  -0.15
C -1.205 1.103 -2.520  -0.29
C 0.184 1.079 -2.562  2.06
C 0.898 1.690 -3.583  -0.99
C 0.220 2.361 -4.586  -0.56
C -1.167 2.425 -4.552  -0.71
C -1.869 1.808 -3.529  -0.59
As -0.065 0.070 1.877  -0.04
C 0.246 -0.502 3.689  0.61
C -0.089 0.309 4.765  -0.42
C 0.123 -0.155 6.056  -0.72
C 0.678 -1.410 6.265  -0.49
C 1.035 -2.207 5.185  -0.77
C 0.825 -1.753 3.894  -0.33
C -1.122 1.667 2.012  0.44
C -0.677 2.848 1.432  -0.51
C -1.496 3.968 1.441  -0.65
C -2.749 3.902 2.032  -0.49
C -3.185 2.721 2.625  -0.83
C -2.373 1.601 2.616  -0.40
H -0.865 -2.248 1.412  0.61
H -2.245 -1.165 1.568  0.58
H -1.868 -2.034 -0.821  0.77
H -0.336 -1.213 -0.861  -0.12
H -4.936 -0.619 -0.385  0.39
H -6.577 -2.156 -1.399  0.40
H -6.222 -3.003 -3.697  0.38
H -4.234 -2.279 -4.983  0.40
H -2.581 -0.773 -3.965  0.38
H 0.780 0.570 -1.807  -1.30
H 1.980 1.633 -3.595  0.51
H 0.771 2.835 -5.388  0.41
H -1.707 2.957 -5.326  0.41
H -2.951 1.863 -3.507  0.55
H -0.512 1.290 4.604  0.43
H -0.141 0.469 6.900  0.41
H 0.838 -1.767 7.275  0.39
H 1.483 -3.179 5.350  0.42
H 1.110 -2.372 3.051  0.29
H 0.296 2.895 0.959  0.31
H -1.157 4.887 0.981  0.43
H -3.389 4.775 2.037  0.41
H -4.161 2.677 3.090  0.43
H -2.716 0.681 3.073  0.46
F 5.941 -1.931 0.058  -0.25
C 5.296 -2.054 -1.113  0.46
F 5.758 -1.112 -1.929  -0.22
F 5.586 -3.248 -1.630  -0.24
C 3.765 -1.874 -0.894  0.81
O 3.505 -0.553 -0.689  -1.45
C 3.336 -2.741 0.342  0.27
F 3.620 -2.086 1.479  -0.26
F 1.979 -2.889 0.343  -0.24
F 3.878 -3.942 0.399  -0.25
C 2.991 -2.385 -2.154  0.61
F 2.931 -3.711 -2.230  -0.28
F 3.530 -1.908 -3.270  -0.26
F 1.713 -1.924 -2.104  -0.17
Cl 4.987 3.689 2.109  -0.09
C 5.060 2.896 0.523  0.73
Cl 6.034 1.443 0.610  -0.05
Cl 5.677 3.998 -0.698  -0.07
C 3.670 2.548 0.170  -0.12
N 2.578 2.283 -0.063  -0.53

---

# 2
Computed, not measured: C5H8O in the gas phase, with wB97M-V/def2-TZVPD.

## Properties
- HOMO (alpha / beta) (eV) = -7.76 / -7.49
- frontier orbital gap (alpha / beta) (eV) = 8.5841 / 7.9481
- largest force on an atom (eV/A) = 5.3
- LUMO level (alpha / beta) (eV) = 0.8 / 0.5
- energy relative to the best compared isomer or geometry (same formula, charge and spin) (eV) = 5.811

Last column: Mulliken charge in e.
Positions of all 14 atoms, in Å:
C -1.933 -0.289 0.276  0.12
C -3.128 -0.058 -0.236  -0.58
C 0.083 0.781 0.132  -0.40
C 1.865 -0.819 -0.026  -1.12
C 1.554 0.629 0.192  -0.18
O -0.678 -0.288 0.056  -0.25
H -3.994 -0.207 0.295  0.30
H -3.265 0.202 -1.353  0.21
H -0.363 1.702 0.343  0.48
H 1.278 -1.488 0.790  0.23
H 2.972 -1.107 0.128  0.30
H 1.515 -1.207 -0.897  0.37
H 1.949 1.240 -0.714  0.20
H 2.145 0.909 1.014  0.32

---

# 3
Computed, not measured: C7H7NO in the gas phase, with wB97M-V/def2-TZVPD.

## Properties
- HOMO (eV) = -9.38
- frontier orbital gap (eV) = 10.1580
- largest force on an atom (eV/A) = 9.8
- LUMO level (eV) = 0.8
- SMILES = CC(=O)c1ccccn1
- energy relative to the best compared isomer or geometry (same formula, charge and spin) (eV) = 2.596

Last column: Mulliken charge in e.
Positions of all 16 atoms, in Å:
C -2.442 0.367 0.800  -0.96
C -1.703 -0.092 -0.492  0.30
C -0.202 -0.075 -0.334  0.53
C 0.518 -1.205 -0.146  -0.39
C 1.912 -1.091 -0.038  -0.61
C 2.501 0.056 -0.184  -0.39
C 1.605 1.241 -0.467  -0.22
H -2.192 -0.377 1.615  0.31
H -2.211 1.368 0.989  0.34
H -3.694 0.349 0.743  0.25
H 0.008 -2.033 0.148  0.45
H 2.320 -1.873 0.211  0.69
H 3.697 0.479 -0.400  0.18
H 1.841 2.183 -0.473  0.59
N 0.302 1.118 -0.497  -0.57
O -2.260 -0.416 -1.475  -0.48

---

# 4
Computed, not measured: a molecular structure, C18H26BBaN7O, with wB97M-V/def2-TZVPD.

## Properties
- HOMO (eV) = -5.60
- frontier orbital gap (eV) = 5.8741
- largest force on an atom (eV/A) = 3.1
- LUMO level (eV) = 0.3
- energy relative to the best compared isomer or geometry (same formula, charge and spin) (eV) = 0.136

Last column: Mulliken charge in e.
Positions of all 54 atoms, in Å:
Ba -1.299 -1.311 0.958  1.82
C 1.263 -1.005 3.925  -1.34
C 1.652 -0.247 2.695  0.47
C 2.793 0.537 2.481  -1.16
C 2.669 1.025 1.191  0.83
C 3.619 1.918 0.463  -1.27
N 1.514 0.547 0.687  0.78
N 0.893 -0.229 1.605  -0.51
B 0.930 0.784 -0.722  -0.78
N -0.457 1.483 -0.621  1.00
N -1.510 0.960 0.049  -0.41
C -2.526 1.806 -0.073  0.21
C -3.876 1.536 0.509  -1.34
C -2.124 2.915 -0.829  -1.09
C -0.801 2.675 -1.155  0.75
C 0.122 3.568 -1.917  -1.26
N 0.833 -0.557 -1.501  1.01
N 0.118 -1.616 -1.059  -0.35
C 0.240 -2.589 -1.953  0.23
C -0.459 -3.902 -1.808  -1.37
C 1.068 -2.160 -3.001  -1.09
C 1.428 -0.865 -2.674  0.71
C 2.344 0.043 -3.430  -1.24
H 2.096 -1.033 4.624  0.35
H 0.416 -0.528 4.421  0.19
H 0.972 -2.028 3.682  0.32
H 3.602 0.725 3.168  0.45
H 4.453 2.148 1.122  0.34
H 4.010 1.442 -0.437  0.21
H 3.145 2.854 0.166  0.21
H 1.662 1.507 -1.322  -0.15
H -3.889 0.591 1.053  0.19
H -4.168 2.334 1.191  0.35
H -4.621 1.486 -0.286  0.29
H -2.712 3.780 -1.090  0.49
H -0.428 4.447 -2.246  0.37
H 0.953 3.896 -1.291  0.21
H 0.546 3.076 -2.794  0.20
H -0.980 -3.967 -0.853  0.22
H -1.187 -4.028 -2.610  0.28
H 0.252 -4.725 -1.869  0.36
H 1.373 -2.721 -3.869  0.49
H 2.652 -0.450 -4.349  0.37
H 1.870 0.991 -3.686  0.19
H 3.237 0.269 -2.844  0.20
C -2.840 -2.214 4.431  -1.10
C -2.181 -2.637 3.105  0.20
O -1.710 -3.779 3.072  -0.65
H -2.726 -2.984 5.206  0.31
H -3.903 -2.030 4.249  0.29
H -2.399 -1.272 4.772  0.20
N -1.980 -0.129 -2.910  -0.04
C -2.556 -0.807 -2.166  -0.26
H -1.396 0.469 -3.457  0.33

---

# 5
Computed, not measured: 2 unconnected molecules or ions with the total composition H5N5O, with wB97M-V/def2-TZVPD.

## Properties
- HOMO (alpha / beta) (eV) = -6.29 / -10.33
- 2S+1 = 3
- frontier orbital gap (alpha / beta) (eV) = 7.1753 / 8.7627
- <S²> = 2.01
- largest force on an atom (eV/A) = 11.9
- LUMO level (alpha / beta) (eV) = 0.9 / -1.6

Last column: Mulliken spin population.
Positions of all 11 atoms, in Å:
N -1.729 -1.459 -0.292  0.83
N -1.836 -0.320 0.127  0.33
N 2.499 -0.819 0.290  0.00
N -0.962 0.612 0.115  0.87
N 1.504 -0.345 -0.204  0.00
O 1.609 1.080 -0.147  0.01
H -0.795 -1.575 -0.637  0.00
H -2.838 -0.024 0.451  -0.02
H 3.163 -0.118 0.447  0.00
H -1.449 1.482 0.391  -0.03
H 0.834 1.484 -0.541  0.01

---

# 6
Computed, not measured: 2 unconnected molecules or ions with the total composition C3H3ClFO2, with wB97M-V/def2-TZVPD.

## Properties
- HOMO (alpha / beta) (eV) = -4.24 / -4.11
- total charge = -1
- frontier orbital gap (alpha / beta) (eV) = 7.9493 / 7.7963
- largest force on an atom (eV/A) = 4.7
- LUMO level (alpha / beta) (eV) = 3.7 / 3.7
- energy relative to the best compared isomer or geometry (same formula, charge and spin) (eV) = 2.735

Last column: Mulliken charge in e.
Positions of all 10 atoms, in Å:
C -0.845 -2.537 1.966  0.54
C 0.088 -0.489 -0.622  -0.85
C -1.499 -1.696 0.732  0.23
O -1.417 -2.312 3.052  -0.66
O 0.162 -3.089 1.545  -0.65
F -2.170 -2.449 -0.238  -0.25
Cl -2.589 -0.384 1.258  -0.21
H -0.441 -0.743 -1.577  0.21
H 0.853 -1.183 -0.379  0.26
H -0.149 0.399 -0.129  0.36